A cluster of 20 separate species, C23H28BCl57O5S in total at a distorted geometry. Source: the Open Molecules 2025 dataset; level of theory: ωB97M-V/def2-TZVPD.

```
115
Properties=species:S:1:pos:R:3:mulliken_charge:R:1
O -3.88190 0.11760 5.27491 -0.65
S -3.63971 -0.58028 4.03746 1.38
O -4.15180 -1.91487 4.03103 -0.73
O -2.09092 -0.59092 3.68000 -0.41
C -1.50315 0.73440 3.81893 -0.54
C -2.40106 1.87620 3.35608 -0.96
C -3.43935 1.49938 2.30157 -0.23
C -4.35986 0.29582 2.67191 -0.18
B -5.89228 0.65445 2.96962 0.49
O -6.84506 -0.30103 2.69475 -0.52
O -6.31519 1.84078 3.49600 -0.51
H -0.53468 0.70646 3.32967 0.51
H -1.30885 0.87859 4.88156 0.24
H -1.75447 2.63263 2.90980 0.47
H -2.89016 2.35318 4.19943 0.34
H -2.99255 1.34323 1.32090 0.31
H -4.07922 2.37509 2.18743 0.20
H -4.32855 -0.41288 1.84560 0.24
H -6.78403 -0.64037 1.78182 0.24
H -5.97288 1.99302 4.39494 0.31
C 3.49090 1.23217 -0.19762 -0.04
Cl 3.82957 0.55132 -1.79724 -0.15
Cl 2.14175 2.37032 -0.27601 -0.02
Cl 3.16646 -0.05741 0.95279 -0.05
H 4.36899 1.77189 0.13212 0.25
C -5.92521 -1.02508 7.79960 0.42
Cl -5.35649 -0.75161 9.44856 -0.15
Cl -6.80569 -2.54969 7.68518 -0.09
Cl -6.93517 0.31585 7.25684 -0.16
H -5.06373 -1.07996 7.14500 -0.04
C 1.11512 2.11119 -3.84307 0.36
Cl -0.60754 2.23392 -3.49930 -0.03
Cl 1.40553 1.45316 -5.45304 -0.12
Cl 1.89084 3.69462 -3.67127 -0.15
H 1.55454 1.44107 -3.11633 -0.08
C 5.39820 3.44937 -5.39768 -0.02
Cl 5.24348 2.97039 -7.08844 -0.14
Cl 4.89869 2.14946 -4.32258 0.07
Cl 7.05820 3.94243 -5.03365 -0.13
H 4.74912 4.29809 -5.22606 0.25
C 10.16178 3.31075 -6.98778 0.49
Cl 10.78311 4.92879 -7.31612 -0.12
Cl 10.37956 2.26224 -8.38966 -0.12
Cl 10.94465 2.61844 -5.56191 -0.10
H 9.10212 3.38937 -6.78360 -0.15
C 8.76403 0.70425 -2.52682 -0.09
Cl 7.03855 0.83862 -2.18674 -0.01
Cl 9.02109 -0.00475 -4.12355 -0.12
Cl 9.53470 2.28904 -2.40790 -0.12
H 9.21315 0.05022 -1.79178 0.32
C 13.64683 0.18492 -6.46052 0.52
Cl 13.51265 -0.36800 -8.12848 -0.12
Cl 13.19894 -1.10498 -5.33878 -0.07
Cl 15.27456 0.77162 -6.11799 -0.13
H 12.95467 1.00508 -6.32308 -0.20
C 13.15101 -4.06703 -2.84502 0.12
Cl 13.94162 -3.41658 -1.41126 -0.13
Cl 13.28440 -5.82712 -2.88839 -0.12
Cl 11.45823 -3.55958 -2.90968 -0.07
H 13.65421 -3.67086 -3.71725 0.21
C 9.69069 -6.03154 -4.62849 0.84
Cl 10.07719 -6.49610 -6.28425 -0.14
Cl 8.24794 -5.01385 -4.58553 -0.15
Cl 9.47988 -7.45327 -3.60670 -0.12
H 10.51673 -5.45416 -4.23679 -0.46
C 4.64969 -2.00844 4.57627 -0.04
Cl 5.45871 -0.57214 5.20827 -0.13
Cl 3.01590 -1.62057 4.03574 -0.08
Cl 5.56962 -2.69257 3.23781 -0.07
H 4.58376 -2.73673 5.37281 0.33
C 6.18388 -4.92877 -1.30027 0.60
Cl 7.20648 -4.63862 0.10895 -0.12
Cl 5.36361 -6.48378 -1.17116 -0.13
Cl 5.01787 -3.61795 -1.50308 -0.07
H 6.81661 -4.94843 -2.17534 -0.26
C -0.51018 5.61593 -1.44644 0.19
Cl 0.58265 5.92805 -0.09916 -0.08
Cl -1.46909 4.16812 -1.14521 0.05
Cl -1.54356 7.01736 -1.74870 -0.15
H 0.08911 5.43863 -2.33065 -0.01
C -5.76259 1.40841 -1.44272 -0.10
Cl -6.65711 1.04362 0.04439 -0.11
Cl -4.78687 2.86391 -1.28714 -0.08
Cl -4.77533 0.02984 -1.92217 -0.13
H -6.49238 1.59503 -2.21918 0.40
C -3.28409 6.11268 -4.89547 0.10
Cl -2.99376 5.49481 -6.52273 -0.13
Cl -4.61927 7.26567 -4.89081 -0.13
Cl -3.59638 4.79075 -3.77029 -0.01
H -2.39275 6.62937 -4.56571 0.17
C -9.97457 -4.04314 6.02556 0.10
Cl -11.27545 -4.08927 7.22007 -0.14
Cl -8.83869 -5.36797 6.28915 -0.04
Cl -10.63029 -4.09960 4.38941 -0.09
H -9.44049 -3.10916 6.14445 0.18
C 3.63190 8.67423 0.12987 0.00
Cl 3.86657 8.00262 -1.48644 -0.10
Cl 2.31271 9.84392 0.13453 -0.11
Cl 3.33217 7.38918 1.30080 -0.11
H 4.53989 9.18640 0.41683 0.34
C -8.03321 -9.38137 5.74771 0.07
Cl -7.24298 -8.07277 6.63095 -0.12
Cl -9.40309 -8.77677 4.81687 -0.11
Cl -6.88152 -10.21134 4.69918 -0.12
H -8.40533 -10.09523 6.46949 0.28
C -13.71456 -3.18043 1.46585 0.02
Cl -13.83131 -3.27801 3.22107 -0.07
Cl -13.46579 -1.51246 0.94586 -0.11
Cl -12.41441 -4.21914 0.87369 -0.13
H -14.64551 -3.53181 1.04235 0.28
C -17.43501 -0.88458 3.23905 0.00
Cl -16.53433 0.62864 3.32941 -0.12
Cl -16.92168 -1.83167 1.84022 -0.09
Cl -17.25093 -1.81405 4.72628 -0.11
H -18.48285 -0.64796 3.11660 0.33
```

Molar mass (g mol⁻¹): 2448.17
Calculated total energy (Ha): -27923.367746
Net charge: 0